{"formula": "C44H95NO30", "method": "ωB97M-V with the def2-TZVPD basis set", "species": ["C", "O", "C", "C", "O", "C", "C", "O", "C", "H", "H", "H", "H", "H", "H", "H", "H", "H", "H", "H", "H", "H", "H", "C", "O", "C", "C", "O", "C", "C", "O", "C", "H", "H", "H", "H", "H", "H", "H", "H", "H", "H", "H", "H", "H", "H", "C", "O", "C", "C", "O", "C", "C", "O", "C", "H", "H", "H", "H", "H", "H", "H", "H", "H", "H", "H", "H", "H", "H", "C", "O", "C", "C", "O", "C", "C", "O", "C", "H", "H", "H", "H", "H", "H", "H", "H", "H", "H", "H", "H", "H", "H", "C", "O", "C", "O", "O", "C", "H", "H", "H", "H", "H", "H", "C", "O", "C", "O", "O", "C", "H", "H", "H", "H", "H", "H", "C", "O", "C", "O", "O", "C", "H", "H", "H", "H", "H", "H", "C", "O", "C", "O", "O", "C", "H", "H", "H", "H", "H", "H", "C", "O", "C", "O", "O", "C", "H", "H", "H", "H", "H", "H", "C", "O", "C", "O", "O", "C", "H", "H", "H", "H", "H", "H", "C", "C", "N", "H", "H", "H"], "xyz": [[-0.32649, 3.03957, 1.58077], [-1.43696, 2.22803, 1.88354], [-1.61224, 1.14213, 0.97905], [-0.51506, 0.10557, 0.88320], [0.53403, 0.62199, 0.12297], [1.59826, -0.29488, -0.12481], [2.63975, 0.47168, -0.89299], [2.44148, 0.55436, -2.27295], [1.26410, 1.20248, -2.64709], [-0.38418, 3.91493, 2.23519], [-0.37400, 3.41410, 0.54870], [0.65806, 2.59150, 1.74062], [-1.74793, 1.62135, -0.00318], [-2.58727, 0.71348, 1.19783], [-0.96709, -0.74949, 0.35630], [-0.18011, -0.13324, 1.89886], [1.25079, -1.17893, -0.66754], [2.01541, -0.56975, 0.85288], [3.62367, 0.02402, -0.72387], [2.75778, 1.48168, -0.46834], [0.36393, 0.64654, -2.36202], [1.26018, 1.23769, -3.73676], [1.21342, 2.20586, -2.21183], [-6.64870, -2.49674, 0.05869], [-5.41712, -2.57117, 0.72904], [-4.69865, -3.75173, 0.45559], [-4.01249, -3.75396, -0.86703], [-3.02719, -2.73875, -0.96051], [-2.42579, -2.79182, -2.23500], [-1.29935, -1.77932, -2.31249], [-0.66235, -1.89928, -3.57528], [-1.34301, -1.18493, -4.60507], [-7.30233, -3.33787, 0.32636], [-6.46453, -2.62387, -1.02348], [-7.15169, -1.53902, 0.13949], [-5.39934, -4.59027, 0.56051], [-3.98671, -3.84796, 1.27543], [-4.72054, -3.77814, -1.70616], [-3.46612, -4.71042, -0.95525], [-3.15949, -2.62781, -3.03352], [-1.94056, -3.76530, -2.39558], [-0.51119, -2.11024, -1.63118], [-1.56140, -0.73963, -2.09203], [-0.99027, -0.14500, -4.59220], [-2.43298, -1.26578, -4.60453], [-1.01411, -1.62759, -5.55163], [-3.09047, 3.49138, 7.09769], [-2.01160, 3.19653, 6.24337], [-1.88394, 4.10420, 5.16679], [-0.65416, 4.95696, 5.37630], [-0.96417, 5.98402, 6.29098], [0.07550, 6.64228, 6.94377], [0.91476, 7.52941, 6.04693], [0.18763, 8.52503, 5.38736], [0.03373, 9.68652, 6.18649], [-3.04822, 2.80382, 7.94125], [-4.06421, 3.37083, 6.61057], [-2.99881, 4.51209, 7.48507], [-2.79159, 4.70043, 5.03809], [-1.73266, 3.51708, 4.25426], [-0.22963, 5.34805, 4.44235], [0.10536, 4.31616, 5.85482], [0.74368, 5.89493, 7.40742], [-0.35751, 7.20846, 7.76920], [1.42979, 6.94299, 5.28209], [1.72723, 7.96702, 6.64836], [-0.52078, 9.44003, 7.10143], [-0.53167, 10.42376, 5.62380], [1.00971, 10.09770, 6.46969], [4.09374, -0.77680, -5.13875], [4.00326, -2.03276, -4.52840], [2.72069, -2.33034, -4.03522], [2.71367, -3.76133, -3.62781], [2.62205, -4.55406, -4.78515], [2.86216, -5.91080, -4.53016], [2.86159, -6.69018, -5.82448], [3.82941, -6.18563, -6.66630], [3.83728, -6.87482, -7.89668], [4.22734, -0.89502, -6.22135], [4.97899, -0.24164, -4.79285], [3.17690, -0.20438, -4.97555], [1.92009, -2.10085, -4.75190], [2.52762, -1.68373, -3.16782], [1.87141, -3.99181, -2.96742], [3.64524, -3.93378, -3.07178], [2.19576, -6.33077, -3.76546], [3.89400, -5.98755, -4.13526], [1.84677, -6.63891, -6.24594], [3.08309, -7.73132, -5.53968], [4.54624, -6.40361, -8.57424], [2.84147, -6.90978, -8.34617], [4.22497, -7.89483, -7.74189], [2.80355, -4.67408, 4.54858], [2.06275, -3.83621, 5.45726], [1.82511, -2.60056, 5.06804], [2.22549, -2.10654, 4.03925], [1.08653, -2.04366, 5.99288], [0.82816, -0.65939, 5.93981], [3.07928, -5.55066, 5.13404], [3.74206, -4.20970, 4.25329], [2.16571, -4.98425, 3.72455], [1.56946, -0.08849, 6.51101], [-0.07663, -0.48413, 6.52040], [0.70320, -0.28244, 4.93737], [-2.99541, 2.45684, -4.17547], [-3.12382, 2.33305, -2.76097], [-4.08480, 1.52458, -2.33400], [-4.90205, 0.98890, -2.99295], [-3.96832, 1.42075, -1.01115], [-4.81407, 0.50310, -0.33233], [-2.40678, 3.34169, -4.40198], [-3.97700, 2.58147, -4.63367], [-2.48895, 1.59503, -4.61438], [-4.85493, 0.65781, 0.73655], [-4.60652, -0.54846, -0.56207], [-5.82861, 0.54597, -0.75150], [1.81835, -5.61510, -0.78208], [2.66557, -5.28527, 0.30688], [3.11400, -4.04149, 0.35994], [2.98891, -3.17320, -0.48016], [3.85322, -3.99379, 1.47037], [4.53389, -2.81507, 1.85622], [2.25287, -5.32539, -1.73380], [0.85756, -5.11587, -0.64809], [1.69161, -6.69236, -0.78981], [4.53809, -2.93858, 2.93836], [3.96087, -1.89533, 1.74365], [5.50959, -2.74646, 1.39156], [-3.58985, 4.56771, 1.06263], [-2.91357, 5.67113, 1.62953], [-3.49184, 6.21754, 2.70338], [-4.47570, 5.77971, 3.24132], [-2.78890, 7.25714, 3.08962], [-3.03845, 7.86229, 4.33592], [-4.49129, 4.87476, 0.52635], [-3.91036, 3.84753, 1.81247], [-2.93558, 4.06663, 0.35749], [-4.05111, 8.23386, 4.51774], [-2.44368, 8.77155, 4.35682], [-2.74271, 7.20089, 5.14628], [-0.56190, -3.49239, 1.76386], [-0.12243, -4.66345, 2.45897], [-1.09429, -5.45309, 2.89156], [-2.24476, -5.37130, 2.59043], [-0.55713, -6.36769, 3.68292], [-1.42877, -7.32274, 4.26492], [-1.51450, -3.12677, 2.16272], [-0.77501, -3.67280, 0.71040], [0.14841, -2.70146, 1.99429], [-1.09982, -7.56794, 5.26762], [-1.43096, -8.20917, 3.63033], [-2.44950, -6.94546, 4.31197], [3.14358, 4.31831, -5.63966], [3.73587, 3.59370, -4.55997], [3.68870, 4.17483, -3.37145], [3.06762, 5.15644, -3.14076], [4.31915, 3.48133, -2.44346], [4.97008, 2.25652, -2.79301], [2.07554, 4.43950, -5.45288], [3.33083, 3.73142, -6.53195], [3.58842, 5.30426, -5.77426], [4.31913, 1.63021, -3.39410], [5.09651, 1.70657, -1.86298], [5.94094, 2.36073, -3.27315], [0.77851, 1.05681, -6.59374], [2.02884, 1.30984, -7.31008], [2.96884, 1.50653, -7.91217], [0.45652, 2.00758, -6.16715], [0.90569, 0.37861, -5.75661], [0.11569, 0.67863, -7.36823]], "atomic_forces_ev_per_a": [[0.07, 0.91, 0.06], [0.43, -0.77, 0.44], [-0.36, 1.30, -0.75], [-0.69, 0.28, 0.15], [0.24, 0.07, -0.43], [-0.30, 0.79, 0.59], [0.96, 0.23, 0.52], [0.27, -0.47, -0.28], [-0.55, 0.04, -0.27], [-0.11, -0.09, -0.04], [0.03, -0.17, -0.01], [-0.20, -0.35, -0.04], [0.21, -0.40, -0.15], [0.18, -0.30, 0.38], [0.15, -0.25, 0.39], [0.06, -0.43, 0.02], [0.09, -0.05, 0.06], [0.06, -0.37, -0.13], [-0.14, -0.34, -0.31], [-0.42, 0.00, 0.04], [0.07, 0.05, 0.17], [0.15, 0.28, -0.02], [-0.09, 0.07, -0.11], [0.27, -0.93, -1.50], [-0.27, 0.97, 0.44], [-0.43, 0.20, 0.98], [0.77, -1.17, -0.28], [-0.60, 0.16, -0.28], [0.33, 0.28, 0.11], [0.84, -0.53, -0.13], [-0.77, 0.31, -0.43], [0.95, -0.33, -0.42], [-0.12, 0.25, 0.30], [-0.19, 0.10, 0.08], [0.18, 0.09, 0.64], [0.22, -0.25, -0.34], [0.19, -0.01, -0.14], [0.07, 0.56, -0.03], [-0.26, -0.08, 0.11], [-0.07, -0.03, 0.08], [-0.25, -0.08, -0.05], [-0.19, 0.27, 0.34], [-0.28, -0.04, 0.04], [-0.44, 0.03, 0.06], [0.03, 0.14, 0.41], [0.03, 0.08, 0.10], [-0.02, 0.19, 0.38], [-0.24, -0.21, 0.04], [0.43, -0.21, -0.44], [0.61, -0.02, 0.49], [-1.12, 0.37, 0.02], [0.66, -0.48, 0.15], [0.63, -0.22, 0.06], [-0.10, 0.61, -0.10], [-0.15, -0.44, 0.18], [0.06, -0.06, -0.03], [0.06, 0.04, -0.13], [-0.13, -0.02, -0.02], [0.07, 0.09, 0.02], [-0.11, -0.01, 0.01], [-0.24, 0.06, -0.03], [0.01, -0.06, -0.29], [0.07, 0.12, -0.04], [-0.19, 0.07, -0.12], [-0.23, -0.11, -0.08], [-0.11, 0.03, 0.07], [0.03, 0.18, -0.02], [0.02, -0.01, -0.10], [-0.04, 0.04, -0.06], [0.05, 0.00, -0.74], [0.27, -0.22, -0.08], [-0.24, 0.80, 0.58], [-0.20, -0.09, -0.05], [-0.31, -0.25, -0.21], [1.45, 0.35, 0.02], [-0.90, -0.24, 1.26], [0.29, 0.32, -0.77], [0.59, -0.40, 0.15], [-0.15, -0.01, 0.01], [-0.15, 0.10, 0.29], [0.20, 0.29, 0.15], [0.14, -0.26, -0.22], [-0.08, -0.20, 0.05], [-0.05, 0.32, -0.03], [-0.02, -0.23, -0.06], [-0.26, -0.08, -0.27], [-0.20, -0.11, 0.15], [0.13, -0.08, -0.31], [-0.14, -0.10, -0.23], [-0.14, 0.31, 0.06], [0.01, -0.01, -0.05], [-0.34, -0.02, -0.06], [0.06, -0.31, 0.57], [0.28, -0.81, 0.07], [0.54, -0.23, -0.86], [-0.13, 0.29, 0.01], [-0.46, 0.13, 0.78], [-0.37, 0.92, 0.88], [-0.22, 0.01, 0.04], [-0.30, 0.17, -0.25], [0.19, 0.24, -0.19], [0.36, -0.24, -0.50], [-0.24, -0.26, -0.30], [0.13, 0.02, -0.31], [-0.34, 0.17, -0.48], [0.73, 0.38, -0.12], [0.77, 0.33, 1.42], [-1.40, -1.06, -1.41], [0.53, 0.29, 0.66], [-1.67, -1.19, -1.28], [0.07, 0.06, 0.38], [0.05, -0.15, 0.00], [-0.15, -0.10, 0.19], [0.43, 0.40, 0.01], [0.90, 0.22, 0.26], [0.01, 0.63, 0.29], [-0.22, 0.10, -0.29], [-0.34, -0.42, 0.00], [1.18, 0.46, -0.40], [-0.30, -0.49, 0.79], [-0.51, -0.12, -0.40], [-0.61, 0.40, 0.93], [0.08, 0.07, 0.22], [-0.06, -0.07, -0.13], [-0.03, -0.06, 0.29], [0.80, 0.21, -0.07], [-0.15, -0.14, -0.63], [0.13, -0.03, 0.01], [-0.84, -0.70, -0.30], [0.41, 0.51, -0.02], [-0.40, -0.81, 0.17], [-0.24, 0.11, 0.20], [0.60, 0.42, -0.79], [-0.30, 0.77, 0.96], [0.07, 0.25, 0.04], [0.20, 0.05, 0.17], [0.29, 0.20, 0.07], [-0.26, -0.61, -0.51], [0.43, -0.25, -0.05], [0.06, 0.02, 0.03], [-0.84, 0.65, 0.47], [0.29, 0.45, -0.08], [0.47, -0.34, -0.07], [-1.15, 0.13, -0.20], [0.66, 0.05, 0.50], [-0.78, -0.34, -0.34], [0.06, -0.29, 0.14], [0.53, -0.06, -0.08], [0.38, -0.24, -0.50], [0.34, 0.09, -0.02], [0.03, -0.10, 0.14], [0.07, 0.09, -0.01], [-0.18, 0.10, -0.09], [0.59, -0.39, -0.97], [-0.37, -0.81, -0.22], [-0.52, 1.50, 0.49], [0.69, -0.22, 0.46], [-0.26, -0.91, 0.21], [0.03, 0.02, -0.08], [-0.08, -0.13, 0.03], [0.05, -0.03, 0.27], [0.04, 0.14, -0.18], [0.14, 0.25, 0.14], [-0.06, 0.49, -0.06], [0.55, 0.51, -0.30], [-1.30, -0.48, 1.19], [1.54, 0.36, -0.94], [-0.35, -0.02, -0.21], [0.11, -0.35, -0.22], [-0.51, -0.05, 0.42]], "mulliken_charge": [-0.628, -0.174, -0.932, 1.007, -0.031, 0.602, -1.542, 0.648, 0.209, 0.111, 0.252, 0.270, 0.168, 0.351, -0.396, -0.016, -0.594, 0.291, 0.450, 0.450, -0.453, -0.422, 0.423, -0.784, -0.308, -0.479, -0.750, 0.237, -0.742, 1.290, -0.131, -0.387, 0.322, 0.299, 0.293, 0.464, -0.018, 0.352, 0.495, 0.285, 0.369, -1.060, -0.279, -0.278, 0.380, 0.337, -0.732, -0.346, 0.067, -0.731, -0.185, -0.661, -0.620, -0.253, -0.800, 0.270, 0.281, 0.265, 0.399, -0.128, 0.306, 0.452, 0.355, 0.378, 0.309, 0.432, 0.315, 0.268, 0.328, -0.449, -0.430, 0.546, -0.651, -0.369, -0.308, -0.655, -0.245, -0.769, 0.354, 0.249, -0.070, 0.259, -0.352, 0.203, 0.351, 0.182, 0.253, 0.376, 0.398, 0.240, 0.311, 0.298, -0.422, -0.384, 0.933, -0.522, -0.349, -0.538, 0.271, 0.186, 0.198, 0.284, 0.261, 0.152, -0.626, -0.202, 0.679, -0.620, 0.218, -0.998, 0.247, 0.364, 0.094, 0.385, 0.162, 0.501, 0.129, -0.414, 0.884, -0.333, -0.455, -0.212, -0.226, 0.035, 0.363, 0.030, 0.035, 0.362, -0.627, -0.341, 0.826, -0.614, -0.380, -0.283, 0.512, 0.327, 0.062, 0.324, 0.137, 0.061, -0.902, -0.142, 0.729, -0.563, -0.235, -0.762, 0.539, 0.182, 0.152, 0.241, 0.278, 0.346, -0.707, -0.274, 0.782, -0.586, -0.377, -0.381, 0.273, 0.219, 0.334, -0.055, 0.274, 0.418, 0.332, 0.093, -0.517, 0.215, -0.490, 0.470], "orbital_gap_ev": 9.43, "e_tot_ev": -110076.044, "charge": 0, "homo_energy_ev": -9.046, "lumo_energy_ev": 0.386}